Model A:
This record from the OMol25 dataset describes 2 unconnected molecules or ions with the total composition C3H9NO3. The level of theory is wB97M-V/def2-TZVPD.

Each atom is followed by the atoms it is bonded to, with distances in Å.
Cartesian coordinates (Å):
1 H 2.64534 1.16496 0.69709  N2 1.016
2 N 1.67543 0.87516 0.78571  H1 1.016, C3 1.286
3 C 1.21179 0.72331 1.97539  N2 1.286, O4 1.302, H5 1.096
4 O -0.04235 0.41677 2.14636  C3 1.302, H6 1.060
5 H 1.82231 0.63432 2.88066  C3 1.096
6 H -0.42534 0.28933 1.16588  O4 1.060
7 C -0.63958 -1.52762 -0.80323  C8 1.519, H11 1.088, H12 1.094, H13 1.090
8 C -0.50438 -0.01575 -0.73684  C7 1.519, O9 1.431, O10 1.419, H14 1.322
9 O -0.10103 0.39699 -2.04613  C8 1.431, H15 0.965
10 O -1.73579 0.61103 -0.41199  C8 1.419, H16 0.968
11 H -1.00398 -1.91097 0.14773  C7 1.088
12 H -1.34155 -1.81236 -1.59320  C7 1.094
13 H 0.32389 -1.98335 -1.03001  C7 1.090
14 H 0.54738 0.47970 -0.10673  C8 1.322
15 H -0.01699 1.35786 -2.04231  O9 0.965
16 H -2.41515 0.30062 -1.02838  O10 0.968

Computed properties:
SMILES: [H]/N=C/O.CC(O)O
E_HOMO in Ha: -0.3207



Model B:
This record from the OMol25 dataset describes 2 unconnected molecules or ions with the total composition C3H9NO3. The level of theory is wB97M-V/def2-TZVPD.

Each atom is followed by the atoms it is bonded to, with distances in Å.
Cartesian coordinates (Å):
1 O -1.23626 -0.14911 -2.38646  C2 1.207
2 C -1.11422 0.61239 -1.45757  O1 1.207, C3 1.521, H7 1.092
3 C 0.24784 0.74783 -0.79486  C2 1.521, N4 1.443, H8 1.096, H9 1.079
4 N 0.56450 -0.52853 -0.20010  C3 1.443, C5 1.439, H10 1.006
5 C 1.32307 -0.45254 1.02078  N4 1.439, O6 1.402, H11 1.100, H12 1.087
6 O 2.52404 0.25551 0.87421  C5 1.402, H13 0.962
7 H -1.98921 1.06544 -0.98753  C2 1.092
8 H 0.91009 1.13452 -1.57822  C3 1.096
9 H 0.31357 1.52121 -0.04582  C3 1.079
10 H 0.94929 -1.20106 -0.84238  N4 1.006
11 H 1.53071 -1.47767 1.36153  C5 1.100
12 H 0.66403 -0.01208 1.76502  C5 1.087
13 H 2.67362 0.98972 1.47772  O6 0.962
14 O -2.64553 -0.62510 0.88248  H15 0.963, H16 0.970
15 H -2.86725 -0.70879 -0.05115  O14 0.963
16 H -1.84826 -1.17175 0.96237  O14 0.970

Computed properties:
SMILES: O=CCNCO.O
E_HOMO in Ha: -0.3457



Model C:
This record from the OMol25 dataset describes 2 unconnected molecules or ions with the total composition C3H9NO3. The level of theory is wB97M-V/def2-TZVPD.

Each atom is followed by the atoms it is bonded to, with distances in Å.
Cartesian coordinates (Å):
1 C -1.36497 -0.05426 -0.71834  C2 1.501, H7 1.107, H8 1.090, H9 1.088
2 C -0.15475 -0.69182 -1.33528  C1 1.501, O3 1.214, N4 1.396
3 O -0.16660 -1.20134 -2.43714  C2 1.214
4 N 1.03022 -0.75052 -0.59927  C2 1.396, C5 1.403, H10 1.017
5 C 1.49706 0.14280 0.37666  N4 1.403, O6 1.447, H11 1.072, H12 1.111
6 O 0.78421 0.05739 1.63301  C5 1.447, H13 0.962
7 H -1.47988 1.04333 -0.81041  C1 1.107
8 H -2.19565 -0.54814 -1.22198  C1 1.090
9 H -1.42104 -0.14109 0.36491  C1 1.088
10 H 1.58009 -1.45512 -1.08444  N4 1.017
11 H 2.52864 -0.00887 0.62629  C5 1.072
12 H 1.51625 1.21150 0.07461  C5 1.111
13 H 0.99457 -0.75871 2.09691  O6 0.962
14 O -1.41088 2.00529 2.07149  H15 0.969, H16 0.971
15 H -0.54551 1.56862 2.08807  O14 0.969
16 H -2.02611 1.26456 1.94592  O14 0.971

Computed properties:
SMILES: CC(=O)NCO.O
E_HOMO in Ha: -0.3691



Energies, relative to the best one, in kcal/mol: model A 39.5; model B 22.3; model C 0.0.



Model A:
This record from the OMol25 dataset describes 3 unconnected molecules or ions with the total composition C3H9NO3. The level of theory is wB97M-V/def2-TZVPD.

Each atom is followed by the atoms it is bonded to, with distances in Å.
Cartesian coordinates (Å):
1 O -0.87867 -0.34555 1.65978  C2 1.301
2 C 0.29254 0.20588 1.53464  O1 1.301, N3 1.372, C6 1.495
3 N 0.62346 1.53169 1.65769  C2 1.372, H7 1.020
4 C -1.86941 0.51375 -0.84003  O5 1.561, H8 1.078, H9 1.051, H10 1.095
5 O -0.47371 1.10393 -1.21660  C4 1.561, H14 1.030
6 C 1.32736 -0.70910 0.96364  C2 1.495, H11 1.052, H12 1.046, H13 1.027
7 H 1.58375 1.67150 1.97253  N3 1.020
8 H -2.06565 0.99231 0.10551  C4 1.078
9 H -2.32589 0.79804 -1.74284  C4 1.051
10 H -1.87175 -0.56509 -0.65219  C4 1.095
11 H 1.92985 -1.19806 1.67409  C6 1.052
12 H 1.95096 -0.03685 0.46030  C6 1.046
13 H 0.83627 -1.35305 0.33267  C6 1.027
14 H 0.22452 0.35210 -1.30099  O5 1.030
15 H 0.50269 -1.71764 -2.71384  O16 0.990
16 O 0.21369 -1.24386 -1.89436  H15 0.990

Computed properties:
E_HOMO in Ha: -0.3350



Model B:
This record from the OMol25 dataset describes 2 unconnected molecules or ions with the total composition C3H9NO3. The level of theory is wB97M-V/def2-TZVPD.

Each atom is followed by the atoms it is bonded to, with distances in Å.
Cartesian coordinates (Å):
1 N -0.43168 0.19733 -1.97203  C2 1.467, H7 1.026, H8 1.026
2 C 0.95286 -0.18185 -1.66829  N1 1.467, C3 1.583, H9 1.107, H10 1.107
3 C 1.33570 0.29460 -0.20802  C2 1.583, C4 1.543, H11 1.107, H12 1.107
4 C 0.49402 -0.17004 0.99940  C3 1.543, O5 1.243, O6 1.337
5 O 0.96360 -0.33563 2.13814  C4 1.243
6 O -0.78904 -0.36674 0.68107  C4 1.337, H13 0.996
7 H -0.64444 -0.00301 -2.95553  N1 1.026
8 H -0.43841 1.21934 -1.88194  N1 1.026
9 H 1.00569 -1.27362 -1.84350  C2 1.107
10 H 1.59351 0.31173 -2.42419  C2 1.107
11 H 2.35582 -0.00752 0.09778  C3 1.107
12 H 1.29095 1.40045 -0.18455  C3 1.107
13 H -0.84604 -0.21205 -0.30119  O6 0.996
14 O -2.62767 -0.17304 3.01081  H15 0.984, H16 0.984
15 H -2.32233 -0.03880 3.93656  O14 0.984
16 H -1.89252 -0.66121 2.57549  O14 0.984

Computed properties:
SMILES: NCCC(=O)O.O
E_HOMO in Ha: -0.3796



Energies, relative to the best one, in kcal/mol: model A 215.7; model B 0.0.



Model A:
This record from the OMol25 dataset describes 2 unconnected molecules or ions with the total composition C3H9NO3. The level of theory is wB97M-V/def2-TZVPD.

Each atom is followed by the atoms it is bonded to, with distances in Å.
Cartesian coordinates (Å):
1 C 1.97498 -1.23829 -0.04339  N2 1.453, H7 1.084, H8 1.096, H9 1.085
2 N 1.50648 0.12540 0.13438  C1 1.453, C3 1.472, H10 1.008
3 C 0.51164 0.55604 -0.86192  N2 1.472, C4 1.532, H11 1.085, H12 1.084
4 C -0.76367 -0.28532 -0.75112  C3 1.532, O5 1.210, O6 1.323
5 O -1.13448 -1.07544 -1.58847  C4 1.210
6 O -1.53544 0.05854 0.26712  C4 1.323, H13 1.035
7 H 2.54187 -1.56904 0.81881  C1 1.084
8 H 1.06933 -1.84028 0.09016  C1 1.096
9 H 2.44734 -1.49109 -0.98701  C1 1.085
10 H 2.25183 0.80162 0.19212  N2 1.008
11 H 0.95379 0.50205 -1.85174  C3 1.085
12 H 0.26279 1.56481 -0.55442  C3 1.084
13 H -1.18380 0.76002 0.94144  O6 1.035
14 O -0.76886 1.41549 2.09651  H15 0.967, H16 0.967
15 H -1.40842 2.10117 2.33110  O14 0.967
16 H 0.02086 1.91417 1.84452  O14 0.967

Computed properties:
SMILES: CNCC(=O)O.O
E_HOMO in Ha: -0.3384



Model B:
This record from the OMol25 dataset describes 2 unconnected molecules or ions with the total composition C3H9NO3. The level of theory is wB97M-V/def2-TZVPD.

Each atom is followed by the atoms it is bonded to, with distances in Å.
Cartesian coordinates (Å):
1 C 1.04999 0.09499 -1.08040  C2 1.521, H7 1.085, H8 1.095, H9 1.086
2 C 0.14906 0.35436 0.11716  C1 1.521, O3 1.205, N4 1.403
3 O 0.44225 0.28858 1.28442  C2 1.205
4 N -1.20797 0.47094 -0.22069  C2 1.403, C5 1.447, H10 1.012
5 C -2.15760 0.09619 -1.24591  N4 1.447, O6 1.404, H11 1.098, H12 1.092
6 O -1.53563 -0.32508 -2.43197  C5 1.404, H13 0.956
7 H 0.83945 -0.86113 -1.54882  C1 1.085
8 H 2.08165 -0.01819 -0.73227  C1 1.095
9 H 0.94301 0.96139 -1.72624  C1 1.086
10 H -1.64856 0.75172 0.64562  N4 1.012
11 H -2.69685 1.03697 -1.41950  C5 1.098
12 H -2.87268 -0.64185 -0.87764  C5 1.092
13 H -1.56063 -1.28090 -2.45367  O6 0.956
14 O 2.87583 -0.15099 4.25093  H15 0.977, H16 0.959
15 H 2.29713 0.24451 3.57049  O14 0.977
16 H 3.00155 -1.02151 3.86850  O14 0.959

Computed properties:
SMILES: CC(=O)NCO.O
E_HOMO in Ha: -0.3523



Model C:
This record from the OMol25 dataset describes 2 unconnected molecules or ions with the total composition C3H9NO3. The level of theory is wB97M-V/def2-TZVPD.

Each atom is followed by the atoms it is bonded to, with distances in Å.
Cartesian coordinates (Å):
1 C -0.45486 -1.48557 0.35015  N2 1.484, H7 1.103, H8 1.103, H9 1.103
2 N -0.43495 -0.20000 -0.39143  C1 1.484, C3 1.431, H10 1.028
3 C 0.84495 0.43223 -0.28877  N2 1.431, O4 1.395, H11 1.107, H12 1.107
4 O 1.80069 -0.40607 -0.86426  C3 1.395, C5 1.302
5 C 3.03795 -0.00050 -0.83766  O4 1.302, O6 1.221, H13 1.108
6 O 3.88068 -0.66742 -1.41692  C5 1.221
7 H -0.32915 -1.25218 1.42082  C1 1.103
8 H 0.24071 -2.29897 0.08336  C1 1.103
9 H -1.48723 -1.83735 0.18561  C1 1.103
10 H -1.06239 0.40948 0.14858  N2 1.028
11 H 0.81683 1.46353 -0.69012  C3 1.107
12 H 1.14124 0.49345 0.77610  C3 1.107
13 H 3.16672 0.98153 -0.34095  C5 1.108
14 O -3.41723 1.68033 0.75847  H15 0.984, H16 0.984
15 H -3.68121 0.78021 1.05570  O14 0.984
16 H -4.06275 1.90728 0.05132  O14 0.984

Computed properties:
SMILES: CNCOC=O.O
E_HOMO in Ha: -0.3521



Energies, relative to the best one, in kcal/mol: model A 0.0; model B 1.6; model C 14.7.